A molecular structure, C2H4Br2N2O, computed with wB97M-V/def2-TZVPD.

ΔE to the lowest compared entry with this formula, charge and spin (kJ/mol): 96.53
DFT total energy (Ha): -5411.334593
Spin multiplicity: 1
LUMO level (eV): 0.58

The geometry in XYZ format:
```
11
C2H4Br2N2O | OMol25 | wB97M-V/def2-TZVPD
C -0.047 0.001 0.525
C 1.681 0.079 0.534
N -2.070 0.061 -0.768
N -0.645 0.035 -0.661
O -0.534 -0.068 1.597
Br 2.318 1.831 -0.107
Br 2.482 -1.353 -0.272
H 1.847 0.203 1.548
H -2.345 0.176 0.231
H -2.381 -1.000 -0.994
H -0.307 0.035 -1.633
```

=====

A molecular structure, C8H8Br3I2N2, computed with wB97M-V/def2-TZVPD.

DFT total energy (Ha): -8736.291949
Spin multiplicity: 1
Net charge: +1
LUMO level (eV): -4.72

The geometry in XYZ format:
```
23
C8H8Br3I2N2 | OMol25 | wB97M-V/def2-TZVPD
C -0.722 -0.101 -3.764
C -0.067 -0.049 -2.436
I 0.472 -1.923 -1.603
C 0.181 1.054 -1.735
I -0.266 2.997 -2.469
C 0.776 1.069 -0.402
C 0.178 0.476 0.702
C 0.826 0.600 1.868
C 2.053 1.260 1.960
N 2.601 1.816 0.915
N 1.915 1.697 -0.198
H -0.317 -0.889 -4.388
H -0.636 0.831 -4.314
H -1.784 -0.303 -3.624
H -0.761 -0.043 0.614
H 0.407 0.176 2.768
H 2.582 1.345 2.892
H 2.325 2.156 -1.010
C -2.021 -2.522 2.911
Br -3.013 -2.105 1.313
Br -0.315 -3.309 2.492
Br -1.825 -0.977 4.046
H -2.590 -3.257 3.463
```

=====

2 unconnected molecules or ions with the total composition C4H14O2Si2, computed with wB97M-V/def2-TZVPD.

SMILES string: C[SiH](C)O.C[Si](C)=O
ΔE to the lowest compared entry with this formula, charge and spin (kJ/mol): 278.90
DFT total energy (Ha): -890.297774
Spin multiplicity: 1
LUMO level (eV): 0.52

The geometry in XYZ format:
```
22
C4H14O2Si2 | OMol25 | wB97M-V/def2-TZVPD
C -1.574 -0.933 -1.762
Si -1.326 -0.071 -0.124
C -3.117 -0.156 0.719
O -0.931 1.482 -0.337
H -1.048 -0.520 -2.534
H -1.314 -1.919 -1.680
H -2.640 -0.883 -1.999
H -0.162 -0.552 0.816
H -3.711 -0.608 -0.005
H -3.109 -0.807 1.560
H -3.633 0.735 0.876
H -1.553 2.173 -0.418
C 2.528 1.449 -0.527
Si 2.446 -0.441 -0.102
C 2.309 -0.619 1.841
O 2.474 -1.764 -0.926
H 3.306 1.715 -1.209
H 1.708 1.514 -1.176
H 2.511 2.161 0.356
H 1.783 0.239 2.227
H 1.781 -1.473 2.070
H 3.271 -0.722 2.334
```

=====

| no. | F_max (Eh/bohr) |
| --- | --- |
| 1 | 0.0998 |
| 2 | 0.0363 |
| 3 | 0.0602 |